13 unconnected molecules or ions with the total composition C32H86F6N2O15S2 at a distorted geometry. Source: OMol25; level of theory: wB97M-V/def2-TZVPD.

Properties
Energy relative to the best compared isomer or geometry (same formula, charge and spin): 3.6762 eV
Charge: 0
Frontier orbital gap: 7.52 eV
Molar mass: 917.16 g mol⁻¹
Lowest unoccupied orbital energy: -1.81 eV
Highest occupied orbital energy: -9.3334 eV

Last columns: bonded neighbours and bond lengths (Å).
Element x y z (Å)
1 N 0.01 -4.52 3.37  H2 1.010, H3 1.010, H4 1.010, H5 1.010
2 H 0.32 -5.03 2.55  N1 1.010
3 H -0.09 -3.56 3.06  N1 1.010
4 H 0.71 -4.51 4.10  N1 1.010
5 H -0.87 -4.92 3.64  N1 1.010
6 C -2.58 1.24 2.27  F7 1.358, F8 1.327, F9 1.348, S10 1.889
7 F -2.55 1.04 3.61  C6 1.358
8 F -3.76 1.75 1.92  C6 1.327
9 F -1.68 2.19 1.96  C6 1.348
10 S -2.24 -0.35 1.30  C6 1.889, O11 1.476, O12 1.450, N13 1.716, S14 2.585
11 O -3.02 -1.44 1.92  S10 1.476
12 O -2.62 -0.10 -0.08  S10 1.450
13 N -0.59 -0.64 1.67  S10 1.716, S14 1.585
14 S 0.16 -0.17 0.35  S10 2.585, N13 1.585, O15 1.501, O16 1.419, C17 1.991
15 O 0.02 -1.21 -0.72  S14 1.501
16 O -0.04 1.16 -0.09  S14 1.419
17 C 2.05 -0.21 0.97  S14 1.991, F18 1.353, F19 1.354, F20 1.332
18 F 2.90 -0.27 -0.07  C17 1.353
19 F 2.40 0.95 1.56  C17 1.354
20 F 2.28 -1.28 1.74  C17 1.332
21 O 3.34 -4.26 6.15  H22 0.957, H23 0.957
22 H 3.29 -3.31 6.23  O21 0.957
23 H 4.27 -4.46 6.20  O21 0.957
24 C 0.86 4.20 -7.38  C25 1.517, H28 1.090, H29 1.090, H30 1.090
25 C -0.08 5.12 -6.62  C24 1.517, C26 1.519, O27 1.412, H31 1.090
26 C -0.29 4.68 -5.18  C25 1.519, H32 1.090, H33 1.090, H34 1.090
27 O 0.29 6.48 -6.72  C25 1.412, H35 0.960
28 H 0.66 3.13 -7.30  C24 1.090
29 H 1.91 4.29 -7.14  C24 1.090
30 H 0.80 4.49 -8.44  C24 1.090
31 H -1.06 5.08 -7.08  C25 1.090
32 H -0.92 5.39 -4.65  C26 1.090
33 H 0.66 4.56 -4.67  C26 1.090
34 H -0.86 3.75 -5.13  C26 1.090
35 H -0.47 7.07 -6.77  O27 0.960
36 C -4.10 -5.86 -2.74  C37 1.580, H40 1.090, H41 1.090, H42 1.090
37 C -4.06 -7.41 -2.44  C36 1.580, C38 1.529, O39 1.344, H43 1.090
38 C -5.39 -8.09 -2.77  C37 1.529, H44 1.090, H45 1.090, H46 1.090
39 O -3.14 -7.99 -3.24  C37 1.344, H47 0.960
40 H -4.44 -5.61 -3.74  C36 1.090
41 H -3.10 -5.45 -2.59  C36 1.090
42 H -4.73 -5.42 -1.97  C36 1.090
43 H -3.91 -7.52 -1.37  C37 1.090
44 H -5.58 -8.21 -3.84  C38 1.090
45 H -6.22 -7.58 -2.28  C38 1.090
46 H -5.34 -9.08 -2.31  C38 1.090
47 H -3.40 -7.73 -4.13  O39 0.960
48 C -6.40 -1.74 7.40  C49 1.510, H52 1.090, H53 1.090, H54 1.090
49 C -7.61 -2.18 6.61  C48 1.510, C50 1.557, O51 1.417, H55 1.090
50 C -8.97 -1.89 7.31  C49 1.557, H56 1.090, H57 1.090, H58 1.090
51 O -7.54 -1.53 5.35  C49 1.417, H59 0.960
52 H -6.26 -0.66 7.32  C48 1.090
53 H -5.50 -2.24 7.04  C48 1.090
54 H -6.57 -2.03 8.44  C48 1.090
55 H -7.61 -3.26 6.50  C49 1.090
56 H -9.86 -2.08 6.72  C50 1.090
57 H -8.89 -0.84 7.58  C50 1.090
58 H -9.02 -2.46 8.24  C50 1.090
59 H -6.80 -1.85 4.83  O51 0.960
60 C 8.29 1.24 3.86  C61 1.520, H64 1.090, H65 1.090, H66 1.090
61 C 8.80 -0.02 3.19  C60 1.520, C62 1.491, O63 1.402, H67 1.090
62 C 9.81 0.24 2.13  C61 1.491, H68 1.090, H69 1.090, H70 1.090
63 O 9.50 -0.79 4.14  C61 1.402, H71 0.960
64 H 9.05 1.92 4.26  C60 1.090
65 H 7.60 1.04 4.68  C60 1.090
66 H 7.76 1.88 3.16  C60 1.090
67 H 7.89 -0.48 2.80  C61 1.090
68 H 10.10 -0.75 1.80  C62 1.090
69 H 10.69 0.67 2.61  C62 1.090
70 H 9.40 0.78 1.27  C62 1.090
71 H 10.36 -0.43 4.36  O63 0.960
72 C 7.98 0.48 -6.32  C73 1.528, H76 1.090, H77 1.090, H78 1.090
73 C 6.88 -0.59 -6.28  C72 1.528, C74 1.566, O75 1.389, H79 1.090
74 C 5.52 0.19 -6.36  C73 1.566, H80 1.090, H81 1.090, H82 1.090
75 O 7.03 -1.38 -7.41  C73 1.389, H83 0.960
76 H 7.95 1.00 -7.27  C72 1.090
77 H 8.95 -0.02 -6.26  C72 1.090
78 H 7.92 1.22 -5.52  C72 1.090
79 H 6.89 -1.14 -5.34  C73 1.090
80 H 5.29 0.71 -5.43  C74 1.090
81 H 4.67 -0.43 -6.62  C74 1.090
82 H 5.46 0.92 -7.16  C74 1.090
83 H 6.90 -0.84 -8.19  O75 0.960
84 C -9.67 -4.00 -2.98  C85 1.561, H88 1.090, H89 1.090, H90 1.090
85 C -9.57 -3.01 -1.77  C84 1.561, C86 1.500, O87 1.397, H91 1.090
86 C -8.99 -1.69 -2.17  C85 1.500, H92 1.090, H93 1.090, H94 1.090
87 O -10.86 -2.81 -1.27  C85 1.397, H95 0.960
88 H -9.87 -5.00 -2.62  C84 1.090
89 H -8.71 -3.95 -3.48  C84 1.090
90 H -10.44 -3.63 -3.66  C84 1.090
91 H -9.02 -3.46 -0.95  C85 1.090
92 H -9.02 -1.00 -1.33  C86 1.090
93 H -9.47 -1.19 -3.00  C86 1.090
94 H -7.93 -1.87 -2.35  C86 1.090
95 H -10.76 -2.42 -0.40  O87 0.960
96 C 4.08 -6.47 -6.64  C97 1.506, H100 1.090, H101 1.090, H102 1.090
97 C 2.86 -5.65 -6.96  C96 1.506, C98 1.545, O99 1.453, H103 1.090
98 C 2.25 -4.90 -5.75  C97 1.545, H104 1.090, H105 1.090, H106 1.090
99 O 3.24 -4.70 -7.99  C97 1.453, H107 0.960
100 H 4.92 -5.83 -6.36  C96 1.090
101 H 4.48 -7.00 -7.50  C96 1.090
102 H 3.95 -7.22 -5.86  C96 1.090
103 H 2.11 -6.32 -7.38  C97 1.090
104 H 1.68 -5.63 -5.17  C98 1.090
105 H 1.51 -4.17 -6.07  C98 1.090
106 H 3.06 -4.46 -5.18  C98 1.090
107 H 4.07 -4.30 -7.71  O99 0.960
108 C 1.53 2.16 6.15  C109 1.490, H112 1.090, H113 1.090, H114 1.090
109 C 2.06 0.77 6.30  C108 1.490, C110 1.568, O111 1.377, H115 1.090
110 C 2.74 0.59 7.70  C109 1.568, H116 1.090, H117 1.090, H118 1.090
111 O 1.06 -0.14 6.04  C109 1.377, H119 0.960
112 H 1.02 2.20 5.19  C108 1.090
113 H 2.29 2.94 6.09  C108 1.090
114 H 0.89 2.53 6.95  C108 1.090
115 H 2.87 0.54 5.61  C109 1.090
116 H 2.10 0.94 8.51  C110 1.090
117 H 3.72 1.06 7.75  C110 1.090
118 H 2.84 -0.48 7.92  C110 1.090
119 H 0.70 0.02 5.16  O111 0.960
120 C -4.53 7.62 2.96  C121 1.527, H124 1.090, H125 1.090, H126 1.090
121 C -3.84 8.17 4.21  C120 1.527, C122 1.527, O123 1.410, H127 1.090
122 C -2.72 7.31 4.78  C121 1.527, H128 1.090, H129 1.090, H130 1.090
123 O -3.40 9.44 3.78  C121 1.410, H131 0.960
124 H -3.80 7.26 2.23  C120 1.090
125 H -5.12 8.32 2.37  C120 1.090
126 H -5.19 6.78 3.13  C120 1.090
127 H -4.59 8.32 4.98  C121 1.090
128 H -3.10 6.43 5.31  C122 1.090
129 H -2.12 7.96 5.41  C122 1.090
130 H -2.03 7.07 3.98  C122 1.090
131 H -4.21 9.94 3.65  O123 0.960
132 C 2.90 6.01 0.06  C133 1.529, H136 1.090, H137 1.090, H138 1.090
133 C 4.39 5.95 -0.27  C132 1.529, C134 1.536, O135 1.460, H139 1.090
134 C 4.68 5.01 -1.46  C133 1.536, H140 1.090, H141 1.090, H142 1.090
135 O 4.63 7.32 -0.71  C133 1.460, H143 0.960
136 H 2.61 6.67 0.87  C132 1.090
137 H 2.50 5.01 0.26  C132 1.090
138 H 2.32 6.47 -0.74  C132 1.090
139 H 5.04 5.63 0.54  C133 1.090
140 H 4.26 4.04 -1.19  C134 1.090
141 H 5.75 5.00 -1.63  C134 1.090
142 H 4.14 5.37 -2.34  C134 1.090
143 H 4.26 7.44 -1.59  O135 0.960